C22H10Cl6N3O2Rh as an isolated structure. Source: the Open Molecules 2025 dataset; level of theory: the ωB97M-V functional and the def2-TZVPD basis.

CARTESIAN COORDINATES (ANGSTROEM)
Rh: -0.434 0.240 0.080
O: 4.856 -4.044 -0.506
C: 5.018 -2.863 -0.181
O: 5.967 -2.160 0.178
C: 3.636 -2.032 -0.228
C: 3.625 -0.688 0.110
C: 2.422 -0.002 0.068
N: 1.305 -0.628 -0.327
C: 1.283 -1.942 -0.594
C: 2.456 -2.677 -0.567
C: -0.067 -2.456 -0.861
C: -0.327 -3.756 -1.276
C: -1.628 -4.151 -1.517
C: -2.655 -3.230 -1.354
C: -2.340 -1.956 -0.933
N: -1.088 -1.573 -0.683
C: 2.196 1.389 0.475
C: 3.217 2.268 0.818
C: 2.906 3.555 1.209
C: 1.575 3.953 1.243
C: 0.607 3.038 0.886
N: 0.902 1.795 0.515
H: 4.547 -0.218 0.422
H: 2.478 -3.737 -0.777
H: 0.496 -4.444 -1.403
H: -1.844 -5.165 -1.826
H: -3.685 -3.497 -1.539
H: -3.111 -1.212 -0.779
H: 4.243 1.932 0.780
H: 3.689 4.245 1.492
H: 1.292 4.949 1.548
H: -0.445 3.295 0.905
Cl: -1.295 2.243 -1.918
C: -2.516 2.090 -0.688
C: -2.284 1.098 0.258
C: -3.343 0.853 1.143
Cl: -3.331 -0.528 2.166
C: -4.487 1.659 1.156
Cl: -5.753 1.349 2.273
C: -4.622 2.707 0.248
Cl: -6.010 3.714 0.276
C: -3.635 2.905 -0.714
Cl: -3.811 4.124 -1.913
Cl: -0.005 -0.439 2.334

Results
- Lowest unoccupied orbital energy: -2.4 eV
- Net charge: 0
- Largest force on an atom: 0.031 hartree/bohr
- HOMO-LUMO gap: 0.2108 hartree